This record from the OMol25 dataset describes a single C7H13ClN4O molecule in a non-equilibrium geometry. The level of theory is ωB97M-V with the def2-TZVPD basis set.

Highest occupied orbital energy = -8.605 eV
Spin multiplicity = 1
E_LUMO = 0.6 eV
Charge = 0
SMILES string = O=C(CCCl)NN=C1NCCCN1

```
26
Properties=species:S:1:pos:R:3:forces:R:3:nbo_charge:R:1
C -1.571185 -1.066170 -2.775495 0.2 0.6 -1.1 -0.35
C -1.536916 0.349512 -2.225994 0.7 0.2 1.1 -0.52
C -0.196581 1.055934 -2.582441 -1.4 -1.5 -0.4 0.67
C 0.337370 0.853598 0.539243 -0.1 -0.2 0.0 0.59
C 1.523256 -1.034232 1.525767 0.3 -1.2 -0.8 -0.21
C 0.641090 -1.038382 2.711619 -1.7 0.9 0.0 -0.42
C 0.127961 0.382734 2.960652 0.3 0.4 0.7 -0.21
H -1.260895 -1.010074 -3.846304 0.1 -0.5 0.9 0.24
H -2.588741 -1.423043 -2.737753 -0.2 -0.3 0.1 0.21
H -2.359731 0.891791 -2.696043 0.1 0.1 0.1 0.24
H -1.697552 0.288805 -1.134538 -0.1 0.3 -0.4 0.22
H 1.455833 1.924859 -1.959246 -0.4 -0.3 0.0 0.39
H 1.281599 -0.563603 -0.502437 -0.1 0.1 0.3 0.41
H 1.714142 -2.075610 1.201870 0.2 0.5 0.3 0.21
H 2.464784 -0.547144 1.756349 0.4 0.1 0.0 0.18
H -0.187330 -1.710584 2.577418 -0.6 -0.2 -0.5 0.21
H 1.101135 -1.408953 3.583143 1.0 -0.2 1.1 0.22
H -0.661508 0.414337 3.767545 0.5 -0.1 -1.2 0.21
H 0.986536 0.943735 3.394088 -0.4 0.0 -0.3 0.17
H -0.629870 2.025199 1.829038 0.4 -1.4 -0.3 0.41
N 0.657809 1.394985 -1.597368 1.7 1.0 -0.3 -0.49
N 0.296252 1.839882 -0.318736 -0.8 -0.9 0.5 -0.44
N 0.855439 -0.405076 0.406645 0.4 0.5 -1.3 -0.63
N -0.321854 1.031680 1.702103 -0.7 1.7 2.4 -0.60
O 0.120375 1.092647 -3.755789 0.3 0.4 -0.2 -0.63
Cl -0.551416 -2.206828 -1.823337 -0.2 0.2 -0.5 -0.09
```
Positions in Å, forces in eV/Å.